Entry 1:
Here is a molecular structure, C28H26AsFKOS from the OMol25 dataset. Energies are from the ωB97M-V functional and the def2-TZVPD basis.

Output
Total charge: -1
E_LUMO, hartree: 0.0882
Frontier orbital gap, eV: 6.34
E_tot, a.u.: -4491.6916

Positions of all 59 atoms, in Å:
K (0.118, -0.763, 0.846)
S (-0.564, 2.145, -0.327)
C (0.692, 3.144, -1.007)
C (0.346, 4.315, -1.713)
C (1.291, 5.155, -2.261)
C (2.649, 4.874, -2.130)
C (3.023, 3.733, -1.440)
C (2.071, 2.883, -0.887)
As (2.591, 1.199, -0.079)
C (2.280, 1.540, 1.830)
C (1.684, 2.719, 2.271)
C (1.473, 2.920, 3.625)
C (1.838, 1.941, 4.542)
C (2.413, 0.760, 4.101)
C (2.638, 0.563, 2.746)
C (4.540, 1.345, 0.017)
C (5.262, 0.430, -0.745)
C (6.652, 0.418, -0.713)
C (7.332, 1.323, 0.087)
C (6.620, 2.235, 0.852)
C (5.235, 2.245, 0.818)
H (-0.709, 4.541, -1.816)
H (0.963, 6.038, -2.798)
H (3.396, 5.533, -2.555)
H (4.075, 3.493, -1.328)
H (1.378, 3.468, 1.553)
H (1.008, 3.839, 3.962)
H (1.655, 2.094, 5.599)
H (2.665, -0.024, 4.803)
H (3.068, -0.377, 2.414)
H (4.730, -0.284, -1.361)
H (7.198, -0.306, -1.307)
H (8.415, 1.315, 0.126)
H (7.146, 2.944, 1.480)
H (4.683, 2.956, 1.423)
C (5.217, -0.011, -4.770)
C (4.035, -0.657, -4.103)
C (2.814, -0.007, -4.040)
C (1.711, -0.561, -3.392)
C (0.441, 0.230, -3.349)
C (1.866, -1.828, -2.801)
C (0.733, -2.487, -2.115)
O (-0.189, -1.895, -1.597)
C (3.097, -2.505, -2.850)
C (3.297, -3.835, -2.177)
C (4.165, -1.906, -3.499)
H (4.927, 0.904, -5.286)
H (5.684, -0.683, -5.492)
H (5.973, 0.256, -4.027)
H (2.716, 0.970, -4.499)
H (0.497, 1.044, -4.071)
H (0.287, 0.657, -2.354)
H (-0.433, -0.382, -3.566)
H (0.750, -3.591, -2.083)
H (3.087, -3.775, -1.107)
H (4.330, -4.159, -2.297)
H (2.653, -4.613, -2.590)
H (5.123, -2.415, -3.518)
F (0.440, -2.331, 2.381)

natural (NBO) population analysis, charges in e, atoms 1 to 5:
1. K 0.95
2. S -0.50
3. C -0.14
4. C -0.25
5. C -0.21

---

Entry 2:
Here is 2 unconnected molecules or ions with the total composition C2H10N4O2P from the OMol25 dataset. Energies are from the ωB97M-V functional and the def2-TZVPD basis.

Output
Total charge: -1
E_LUMO, hartree: 0.1425
Frontier orbital gap, eV: 7.53
E_tot, a.u.: -793.0685

Positions of all 19 atoms, in Å:
C (0.112, -1.876, -2.898)
C (1.483, -1.669, 1.390)
N (-0.322, 3.030, 1.953)
N (0.507, -0.748, -2.000)
N (1.089, -1.091, 0.262)
N (1.298, -1.411, -0.958)
O (-2.805, 2.707, 0.758)
O (-0.877, 0.920, 0.602)
P (-1.607, 1.986, 1.324)
H (-0.752, -1.491, -3.484)
H (0.930, -1.984, -3.525)
H (-0.131, -2.769, -2.368)
H (-1.927, 1.415, 2.566)
H (2.289, -2.279, 1.400)
H (1.238, -1.250, 2.342)
H (0.151, 3.484, 1.208)
H (-0.803, 3.789, 2.499)
H (-0.294, -0.559, -1.534)
H (0.421, -0.203, 0.464)

natural (NBO) population analysis, charges in e, atoms 1 to 5:
1. C -0.42
2. C -0.40
3. N -1.19
4. N -0.45
5. N -0.23

---

Entry 3:
Here is a molecular structure, C29H46P2SeTi from the OMol25 dataset. Energies are from the ωB97M-V functional and the def2-TZVPD basis.

Output
2S+1: 2
Total charge: +1
E_LUMO (alpha / beta), hartree: -0.1142 / -0.1214
Frontier orbital gap (alpha / beta), eV: 5.32 / 5.12
E_tot, a.u.: -5065.7193

Positions of all 79 atoms, in Å:
Ti (0.538, -0.311, -0.841)
C (-0.728, -2.016, 1.600)
C (0.525, -2.187, 0.863)
C (0.866, -0.831, 2.737)
C (-0.522, -1.131, 2.661)
C (1.523, -1.476, 1.672)
C (-1.944, -2.859, 1.520)
H (-1.852, -3.699, 0.824)
H (-2.834, -2.267, 1.252)
H (-2.154, -3.299, 2.509)
C (-1.569, -0.769, 3.646)
H (-2.396, -1.491, 3.639)
H (-2.005, 0.217, 3.448)
H (-1.150, -0.746, 4.658)
C (1.544, -0.155, 3.861)
H (0.984, -0.289, 4.790)
H (1.677, 0.916, 3.677)
H (2.542, -0.576, 3.998)
C (2.975, -1.732, 1.706)
H (3.251, -2.161, 2.682)
H (3.566, -0.817, 1.583)
H (3.287, -2.455, 0.953)
C (0.906, -3.469, 0.195)
H (1.300, -4.175, 0.949)
H (1.687, -3.347, -0.568)
H (0.055, -3.967, -0.279)
C (-1.212, 1.155, -2.821)
C (-1.875, -0.119, -3.419)
C (-1.101, -1.086, -4.339)
C (0.417, -1.151, -4.196)
C (0.866, -0.928, -2.705)
C (1.832, 0.341, -2.716)
C (1.307, 1.682, -3.354)
C (-0.154, 1.824, -3.726)
H (-1.341, -0.779, -5.364)
H (0.863, -0.385, -4.835)
H (-1.550, -2.079, -4.198)
H (-0.365, 1.508, -4.762)
H (-2.008, 1.927, -2.827)
H (-2.862, 0.102, -3.843)
H (-0.400, 2.904, -3.726)
H (1.541, 2.522, -2.687)
H (2.681, 0.069, -3.399)
H (1.886, 1.917, -4.269)
H (0.802, -2.123, -4.519)
H (1.401, -1.804, -2.286)
P (-2.398, -0.686, -1.782)
C (-3.769, 0.265, -1.113)
C (-2.151, -2.460, -1.690)
P (2.816, 0.560, -1.139)
C (-1.124, 0.660, -1.372)
C (4.051, -0.759, -1.240)
C (3.401, 2.192, -0.828)
H (-3.318, 0.997, -0.404)
H (-4.491, -0.360, -0.559)
H (-4.290, 0.830, -1.915)
H (-1.635, -2.917, -2.543)
H (-3.105, -3.000, -1.622)
H (-1.554, -2.718, -0.813)
H (3.245, 2.862, -1.670)
H (4.462, 2.176, -0.583)
H (2.835, 2.577, 0.027)
H (-1.199, 1.295, -0.471)
H (-0.219, -1.023, -2.246)
H (4.711, -0.685, -0.365)
H (4.625, -0.704, -2.175)
H (3.577, -1.754, -1.185)
Se (0.377, 2.000, 1.515)
C (-0.726, 2.789, 2.796)
C (-1.442, 3.996, 2.550)
C (-1.959, 4.749, 3.605)
C (-1.883, 4.301, 4.929)
C (-1.268, 3.071, 5.180)
C (-0.733, 2.324, 4.138)
H (-1.505, 4.350, 1.520)
H (-2.423, 5.710, 3.400)
H (-2.286, 4.887, 5.751)
H (-1.188, 2.681, 6.193)
H (-0.234, 1.385, 4.367)

Mulliken population analysis, charges in e, atoms 1 to 5:
1. Ti -1.05
2. C 0.47
3. C 1.93
4. C 0.54
5. C 0.99

---

Entry 4:
Here is a molecular structure, C21H44AsBrF3I2O2PdSi from the OMol25 dataset. Energies are from the ωB97M-V functional and the def2-TZVPD basis.

Output
2S+1: 3
Total charge: +1
E_LUMO (alpha / beta), hartree: -0.1229 / -0.1885
Frontier orbital gap (alpha / beta), eV: 8.12 / 6.96
E_tot, a.u.: -7099.0134

Positions of all 76 atoms, in Å:
Pd (0.348, -0.004, -2.090)
I (2.474, 1.001, -3.701)
C (1.991, 2.998, -3.036)
I (-0.101, 3.183, -2.589)
H (2.252, 3.694, -3.829)
H (2.563, 3.189, -2.132)
F (-4.410, -0.174, -2.981)
C (-3.681, 0.558, -2.132)
F (-4.217, 0.445, -0.918)
F (-3.772, 1.837, -2.503)
C (-2.200, 0.103, -2.175)
O (-1.728, -0.483, -1.191)
O (-1.594, 0.384, -3.218)
C (1.603, -3.027, -5.641)
C (1.531, -3.156, -4.128)
As (-0.028, -2.233, -3.272)
C (-0.308, -3.458, -1.747)
C (0.952, -3.434, -0.884)
C (-1.606, -2.654, -4.399)
C (-1.789, -1.734, -5.600)
H (2.490, -3.539, -6.013)
H (1.672, -1.980, -5.940)
H (0.731, -3.481, -6.110)
H (2.445, -2.739, -3.691)
H (1.459, -4.210, -3.838)
H (-0.534, -4.471, -2.110)
H (-1.171, -3.102, -1.174)
H (1.771, -3.938, -1.397)
H (0.794, -3.920, 0.077)
H (1.252, -2.392, -0.698)
H (-2.484, -2.610, -3.745)
H (-1.474, -3.697, -4.714)
H (-1.837, -0.692, -5.286)
H (-2.721, -1.973, -6.108)
H (-0.971, -1.849, -6.309)
C (0.825, 3.962, 2.441)
C (1.446, 2.647, 2.933)
C (1.539, 2.690, 4.465)
C (2.870, 2.617, 2.360)
Si (0.353, 1.101, 2.419)
Br (1.221, 0.847, 0.108)
C (-1.555, 1.447, 2.268)
C (-1.866, 2.373, 1.088)
C (-2.043, 2.087, 3.573)
C (-2.361, 0.164, 2.034)
C (0.869, -0.645, 3.117)
C (2.392, -0.802, 3.038)
C (0.238, -1.799, 2.328)
C (0.447, -0.787, 4.583)
H (1.508, 4.779, 2.667)
H (-0.121, 4.183, 2.926)
H (0.679, 3.948, 1.364)
H (1.974, 3.638, 4.776)
H (2.177, 1.897, 4.844)
H (0.565, 2.604, 4.940)
H (3.468, 3.378, 2.856)
H (2.861, 2.848, 1.299)
H (3.362, 1.662, 2.495)
H (-1.429, 3.358, 1.190)
H (-2.942, 2.498, 0.996)
H (-1.519, 1.937, 0.153)
H (-1.561, 3.037, 3.774)
H (-1.861, 1.438, 4.425)
H (-3.112, 2.270, 3.517)
H (-2.020, -0.362, 1.146)
H (-3.405, 0.422, 1.867)
H (-2.323, -0.504, 2.888)
H (2.751, -0.657, 2.022)
H (2.675, -1.805, 3.348)
H (2.896, -0.098, 3.694)
H (0.307, -1.642, 1.256)
H (-0.804, -1.947, 2.584)
H (0.762, -2.721, 2.570)
H (0.950, -0.065, 5.217)
H (0.707, -1.781, 4.943)
H (-0.624, -0.659, 4.710)

natural (NBO) population analysis, charges in e, atoms 1 to 5:
1. Pd 0.78
2. I 0.25
3. C -0.69
4. I 0.22
5. H 0.24

---

Entry 5:
Here is a molecular structure, C6H35Hf2NO20S2 from the OMol25 dataset. Energies are from the ωB97M-V functional and the def2-TZVPD basis.

Output
Total charge: +4
E_LUMO, hartree: -0.5396
Frontier orbital gap, eV: 3.54
E_tot, a.u.: -2700.1972

Positions of all 66 atoms, in Å:
Hf (3.029, 1.540, -0.588)
Hf (0.270, -3.280, -0.985)
S (1.345, -0.450, 0.969)
O (0.933, 0.774, 0.201)
O (2.830, -0.261, 0.746)
O (1.035, -0.383, 2.360)
O (0.668, -1.567, 0.311)
S (1.921, -1.292, -2.528)
O (2.288, 0.040, -1.918)
O (2.493, -1.486, -3.793)
O (2.267, -2.398, -1.532)
O (0.423, -1.565, -2.460)
C (-5.375, 0.441, -3.919)
O (-4.121, 0.961, -3.483)
C (-3.057, 0.096, -3.602)
C (-1.808, 0.792, -3.141)
N (-1.482, 0.594, -1.713)
C (-2.423, 1.298, -0.814)
C (-1.902, 1.284, 0.599)
O (-0.858, 2.225, 0.854)
C (-1.177, 3.557, 0.532)
H (-5.222, -0.077, -4.873)
H (-6.052, 1.275, -4.043)
H (-5.774, -0.287, -3.206)
H (-2.968, -0.246, -4.644)
H (-3.208, -0.829, -3.004)
H (-1.807, 1.850, -3.430)
H (-0.972, 0.395, -3.732)
H (-0.541, 0.931, -1.531)
H (-3.412, 0.836, -0.887)
H (-2.627, 2.306, -1.181)
H (-1.528, 0.283, 0.836)
H (-2.680, 1.504, 1.336)
H (-0.364, 4.202, 0.857)
H (-2.126, 3.902, 0.945)
H (-1.231, 3.700, -0.553)
O (-1.650, -1.980, -0.914)
H (-1.624, -0.964, -1.264)
H (-2.438, -2.063, -0.347)
O (3.496, 0.190, 3.384)
H (3.273, 0.203, 4.324)
H (2.663, 0.071, 2.881)
O (2.123, 2.781, 1.143)
H (2.179, 3.758, 1.242)
H (1.261, 2.526, 1.593)
O (1.730, -2.426, 4.093)
H (2.050, -2.137, 4.958)
H (1.371, -1.647, 3.644)
O (-0.851, -3.713, 1.024)
H (-1.152, -4.549, 1.440)
H (-1.095, -2.998, 1.748)
O (1.987, -3.995, 0.434)
H (2.950, -3.842, 0.394)
H (1.782, -4.188, 1.375)
O (4.473, 1.527, 1.302)
H (4.335, 0.838, 2.033)
H (5.208, 2.098, 1.604)
O (-1.546, -1.871, 2.728)
H (-0.836, -1.220, 2.831)
H (-1.925, -1.967, 3.621)
O (-0.004, 2.034, 3.138)
H (-0.470, 2.176, 2.286)
H (0.471, 1.184, 3.068)
O (4.868, 0.108, -0.899)
H (5.356, -0.185, -1.698)
H (5.228, -0.408, -0.153)

Mulliken population analysis, charges in e, atoms 1 to 5:
1. Hf 1.50
2. Hf 1.16
3. S 2.39
4. O 0.22
5. O -0.97

---

Entry 6:
Here is a single C5H8O2 molecule from the OMol25 dataset. Energies are from the ωB97M-V functional and the def2-TZVPD basis.

Output
Total charge: 0
E_LUMO, hartree: 0.0306
SMILES: C=C[C@]1(O)C[C@@H]1O
Frontier orbital gap, eV: 10.17
E_tot, a.u.: -345.7008

Positions of all 15 atoms, in Å:
C (0.405, -1.536, 1.066)
C (0.613, -1.021, -0.146)
C (0.488, 0.432, -0.488)
O (1.513, 0.979, -1.258)
C (-0.366, 1.340, 0.375)
C (-0.981, 0.603, -0.782)
O (-1.705, -0.561, -0.504)
H (0.298, -2.603, 1.231)
H (0.364, -0.883, 1.934)
H (0.631, -1.654, -1.037)
H (2.185, 1.282, -0.629)
H (-0.198, 2.402, 0.213)
H (-0.647, 1.067, 1.389)
H (-1.355, 1.157, -1.642)
H (-1.245, -1.004, 0.277)

natural (NBO) population analysis, charges in e, atoms 1 to 5:
1. C -0.47
2. C -0.14
3. C 0.14
4. O -0.68
5. C -0.49

---

Entry 7:
Here is a molecular structure, C35H29N3O7PTa from the OMol25 dataset. Energies are from the ωB97M-V functional and the def2-TZVPD basis.

Output
Total charge: +2
E_LUMO, hartree: -0.2675
Frontier orbital gap, eV: 6.34
E_tot, a.u.: -2440.1573

Positions of all 76 atoms, in Å:
Ta (0.616, 0.635, 0.302)
C (0.633, 4.739, 1.468)
O (0.104, 5.291, 0.268)
C (0.356, 4.724, -0.930)
C (0.328, 5.579, -2.030)
C (0.540, 5.122, -3.321)
C (0.805, 3.784, -3.542)
C (0.822, 2.899, -2.464)
C (1.165, 1.525, -2.701)
N (1.181, 0.586, -1.810)
N (1.648, -0.649, -2.270)
C (1.804, -1.470, -1.292)
O (1.532, -1.075, -0.032)
C (2.236, -2.850, -1.499)
C (2.425, -3.690, -0.402)
C (2.818, -5.003, -0.602)
C (3.018, -5.479, -1.890)
C (2.825, -4.644, -2.985)
C (2.436, -3.331, -2.795)
C (0.576, 3.368, -1.163)
O (0.537, 2.460, -0.155)
H (0.620, 5.548, 2.192)
H (1.662, 4.401, 1.322)
H (0.012, 3.919, 1.832)
H (0.135, 6.626, -1.838)
H (0.514, 5.819, -4.146)
H (1.001, 3.413, -4.540)
H (1.473, 1.236, -3.703)
H (2.256, -3.317, 0.599)
H (2.967, -5.657, 0.247)
H (3.324, -6.505, -2.043)
H (2.982, -5.019, -3.987)
H (2.288, -2.671, -3.639)
O (4.636, 0.820, 2.017)
C (3.366, 0.878, 1.763)
O (2.877, 0.987, 0.643)
C (2.447, 0.849, 2.923)
C (2.779, 0.948, 4.254)
C (1.737, 1.077, 5.177)
C (0.426, 1.129, 4.735)
C (0.188, 1.002, 3.375)
N (1.175, 0.844, 2.501)
C (-1.161, 1.055, 2.706)
O (-2.169, 1.314, 3.278)
O (-1.039, 0.771, 1.406)
H (5.171, 0.871, 1.205)
H (3.815, 0.945, 4.561)
H (1.961, 1.162, 6.232)
H (-0.412, 1.266, 5.405)
C (-1.319, -1.435, -2.419)
P (-1.402, -0.832, -0.707)
C (-2.944, 0.096, -0.635)
C (-3.910, -0.159, 0.332)
C (-5.063, 0.611, 0.368)
C (-5.247, 1.635, -0.549)
C (-4.279, 1.898, -1.509)
C (-3.126, 1.131, -1.553)
C (-1.579, -2.313, 0.316)
C (-0.855, -2.504, 1.491)
C (-1.030, -3.653, 2.245)
C (-1.933, -4.622, 1.832)
C (-2.664, -4.438, 0.666)
C (-2.491, -3.289, -0.088)
H (-2.286, -1.857, -2.688)
H (-0.546, -2.192, -2.527)
H (-1.103, -0.608, -3.095)
H (-3.768, -0.952, 1.055)
H (-5.818, 0.410, 1.116)
H (-6.149, 2.232, -0.517)
H (-4.425, 2.695, -2.225)
H (-2.376, 1.339, -2.310)
H (-0.137, -1.768, 1.834)
H (-0.462, -3.795, 3.156)
H (-2.069, -5.520, 2.419)
H (-3.373, -5.189, 0.345)
H (-3.079, -3.153, -0.987)

Mulliken population analysis, charges in e, atoms 1 to 5:
1. Ta 2.70
2. C -0.55
3. O -0.47
4. C -0.28
5. C -0.52

---

Entry 8:
Here is a molecular structure, C14H30AsNO2SSi3Te4Ti from the OMol25 dataset. Energies are from the ωB97M-V functional and the def2-TZVPD basis.

Output
Total charge: 0
E_LUMO, hartree: -0.0786
Frontier orbital gap, eV: 4.87
E_tot, a.u.: -6180.7880

Positions of all 57 atoms, in Å:
Ti (1.323, -1.321, -0.919)
C (-5.041, -2.042, 1.195)
Si (-3.700, -0.769, 1.458)
C (-3.797, -0.075, 3.188)
C (-3.902, 0.605, 0.220)
C (-2.051, -1.704, 1.361)
C (-1.856, -2.722, 2.290)
C (-0.679, -3.465, 2.362)
C (0.330, -3.155, 1.483)
N (0.166, -2.186, 0.580)
C (-0.980, -1.482, 0.485)
S (-0.917, -0.330, -0.846)
H (-6.028, -1.585, 1.300)
H (-4.977, -2.863, 1.912)
H (-4.974, -2.467, 0.191)
H (-4.748, 0.444, 3.335)
H (-2.992, 0.641, 3.365)
H (-3.728, -0.856, 3.948)
H (-4.886, 1.055, 0.376)
H (-3.852, 0.242, -0.806)
H (-3.147, 1.384, 0.336)
H (-2.650, -2.952, 2.994)
H (-0.551, -4.253, 3.089)
H (1.285, -3.663, 1.468)
Te (-0.241, -2.858, -2.750)
Te (-1.330, -4.332, -4.851)
Te (0.724, -6.141, -4.900)
Te (1.916, -4.582, -2.944)
C (2.181, 3.480, 1.739)
Si (1.108, 2.182, 0.909)
C (-0.055, 1.533, 2.227)
C (0.103, 3.089, -0.387)
As (2.636, 0.484, 0.313)
Si (3.202, 1.274, -1.837)
C (1.791, 1.006, -3.054)
C (3.600, 3.107, -1.796)
C (4.714, 0.408, -2.517)
H (1.559, 4.292, 2.125)
H (2.906, 3.909, 1.045)
H (2.737, 3.048, 2.573)
H (-0.514, 2.379, 2.748)
H (0.485, 0.937, 2.965)
H (-0.852, 0.917, 1.810)
H (-0.446, 3.881, 0.132)
H (-0.619, 2.455, -0.896)
H (0.729, 3.567, -1.142)
H (0.830, 1.367, -2.680)
H (1.675, -0.045, -3.350)
H (2.015, 1.547, -3.979)
H (2.752, 3.738, -1.529)
H (3.957, 3.414, -2.783)
H (4.396, 3.303, -1.074)
H (4.444, -0.465, -3.110)
H (5.375, 0.067, -1.720)
H (5.273, 1.102, -3.150)
O (2.803, -1.831, -1.805)
O (2.498, -2.712, -0.700)

natural (NBO) population analysis, charges in e, atoms 1 to 5:
1. Ti 1.12
2. C -1.11
3. Si 1.64
4. C -1.12
5. C -1.12

---

The records above yield largest force on an atom values of 0.0166 0.0817 0.1530 0.0302 0.1500 0.0401 0.0121 0.0324 Eh/bohr, respectively.